# 1
# CH3O3

A 2-piece molecular cluster, CH3O3 overall at a distorted geometry (ωB97M-V with the def2-TZVPD basis set, the Open Molecules 2025 dataset).

energy = -7225.6248 eV
expectation value of S² = 0.754
total charge = 0
HOMO-LUMO gap (spin up / spin down) = 0.44805 / 0.28026 Eh
multiplicity = 2

Geometry (Å):
O: -1.675 -0.702 -1.771
H: -1.991 -0.022 -1.150
O: 0.217 -0.483 1.128
C: 1.128 0.441 1.103
O: 1.173 1.343 0.315
H: 1.915 0.225 1.834
H: -0.767 -0.803 -1.460

=====

# 2
# CH3O3S

A 2-piece molecular cluster, CH3O3S overall at a distorted geometry (ωB97M-V with the def2-TZVPD basis set, the Open Molecules 2025 dataset).

energy = -18061.1412 eV
total charge = -1
HOMO-LUMO gap (spin up / spin down) = 0.25012 / 0.20336 Eh
multiplicity = 1

Geometry (Å):
C: 0.797 0.387 -0.479
O: -2.881 0.665 0.618
O: -1.621 -1.554 -0.258
O: 0.647 -0.762 -0.016
S: -2.401 -0.071 -0.599
H: 0.430 1.215 0.368
H: -0.601 -1.181 -0.216
H: 1.306 0.765 -1.189

=====

# 3
# CH3O3S2

CH3O3S2 as an isolated structure at a distorted geometry (ωB97M-V with the def2-TZVPD basis set, the Open Molecules 2025 dataset).

energy = -28898.7063 eV
total charge = -1
HOMO-LUMO gap = 0.28296 Eh
multiplicity = 1

Geometry (Å):
C: -1.390 0.421 -0.258
O: 2.756 0.619 0.021
O: 1.417 -1.239 0.842
O: 0.359 0.901 0.144
S: -1.854 -1.152 -0.228
S: 1.490 -0.039 -0.324
H: -1.783 1.043 0.469
H: -1.506 0.884 -1.369
H: 0.510 -1.440 0.704

=====

# 4
# CH3O3S3

An isolated ion of composition CH3O3S3 and charge -1 at a distorted geometry (ωB97M-V with the def2-TZVPD basis set, the Open Molecules 2025 dataset).

energy = -39735.4654 eV
total charge = -1
HOMO-LUMO gap = 0.29151 Eh
multiplicity = 1

Geometry (Å):
C: -0.356 0.493 0.545
O: -2.760 -0.680 -0.453
O: -2.285 0.185 -2.665
O: -4.026 1.291 -1.354
S: 1.317 1.133 0.963
S: -1.323 1.771 -0.374
S: -2.836 0.467 -1.368
H: 0.045 -0.422 -0.016
H: -0.918 0.388 1.375
H: 0.964 2.288 1.599

=====

# 5
# CH3O3Si

A 2-piece molecular cluster, CH3O3Si overall at a distorted geometry (ωB97M-V with the def2-TZVPD basis set, the Open Molecules 2025 dataset).

energy = -15105.7465 eV
total charge = -1
HOMO-LUMO gap = 0.31404 Eh
multiplicity = 1

Geometry (Å):
C: 0.158 -1.379 1.025
O: 0.060 -1.483 2.254
O: 0.563 -2.060 -0.001
O: -0.924 2.259 -0.654
Si: -0.015 -0.039 -0.296
H: -0.179 2.811 -0.552
H: -1.032 -0.433 -1.212
H: 1.368 0.325 -0.565

=====

# 6
# CH3O3Si

An isolated ion of composition CH3O3Si and charge -1 at a distorted geometry (ωB97M-V with the def2-TZVPD basis set, the Open Molecules 2025 dataset).

energy = -15103.0349 eV
expectation value of S² = 2.012
total charge = -1
HOMO-LUMO gap (spin up / spin down) = 0.19606 / 0.22940 Eh
multiplicity = 3

Geometry (Å):
C: -0.017 0.889 -0.123
O: -1.146 1.408 0.798
O: 0.445 1.777 -0.748
O: -0.216 -1.926 0.940
Si: 0.415 -0.951 -0.108
H: -1.672 0.616 1.148
H: 2.050 -0.625 -0.336
H: 0.141 -1.188 -1.571

=====

# 7
# CH3OP

A 2-piece molecular cluster, CH3OP overall at a distorted geometry (ωB97M-V with the def2-TZVPD basis set, the Open Molecules 2025 dataset).

energy = -12416.4112 eV
total charge = 0
HOMO-LUMO gap (spin up / spin down) = 0.32456 / 0.31204 Eh
multiplicity = 1

Geometry (Å):
C: 0.422 0.380 0.194
O: -1.711 0.004 -0.402
P: 0.928 -1.079 -0.344
H: 0.247 1.122 0.962
H: 2.169 -1.073 0.577
H: -2.054 0.646 -0.986

=====

# 8
# CH3OPS

One molecule with the formula CH3OPS at a distorted geometry (ωB97M-V with the def2-TZVPD basis set, the Open Molecules 2025 dataset).

energy = -23254.7301 eV
total charge = 0
HOMO-LUMO gap = 0.28140 Eh
multiplicity = 1

Geometry (Å):
C: 1.196 -0.463 0.080
O: -1.668 0.066 0.214
P: -0.433 1.119 0.015
S: 2.763 -0.048 0.028
H: 0.879 -1.547 -0.145
H: -1.914 -0.226 1.061
H: -0.823 1.098 -1.253

=====

# 9
# CH3OS

A 2-piece molecular cluster, CH3OS overall (ωB97M-V with the def2-TZVPD basis set, the Open Molecules 2025 dataset).

energy = -13968.5852 eV
total charge = -1
HOMO-LUMO gap = 0.25049 Eh
multiplicity = 1

Geometry (Å):
S: -0.658 -2.280 0.569
H: -0.220 -1.751 -0.587
O: 0.302 2.021 0.625
C: 0.216 0.994 -0.008
H: 1.111 0.505 -0.406
H: -0.751 0.511 -0.193

=====

# 10
# CH3OS

A 2-piece molecular cluster, CH3OS overall (ωB97M-V with the def2-TZVPD basis set, the Open Molecules 2025 dataset).

energy = -13968.6342 eV
total charge = -1
HOMO-LUMO gap = 0.26058 Eh
multiplicity = 1

Geometry (Å):
S: 1.942 -0.119 -0.306
H: 2.876 0.462 0.460
O: -2.082 -0.797 0.330
C: -1.183 -0.076 -0.045
H: -0.674 -0.260 -0.996
H: -0.878 0.789 0.557

=====

# 11
# CH3PS3

One molecule with the formula CH3PS3 at a distorted geometry (ωB97M-V with the def2-TZVPD basis set, the Open Molecules 2025 dataset).

energy = -42877.7291 eV
total charge = 0
HOMO-LUMO gap = 0.30875 Eh
multiplicity = 1

Geometry (Å):
C: -0.296 1.152 -0.755
P: -0.065 -1.606 0.406
S: 0.477 0.563 0.651
S: -0.319 2.811 -1.015
S: -1.723 -2.020 -0.520
H: 0.963 -2.227 -0.175
H: 0.124 -1.895 1.752
H: 0.838 3.222 -0.343

=====

# 12
# CH4

One molecule with the formula CH4 at a distorted geometry (ωB97M-V with the def2-TZVPD basis set, the Open Molecules 2025 dataset).

energy = -1100.8303 eV
total charge = 0
HOMO-LUMO gap = 0.49836 Eh
multiplicity = 1

Geometry (Å):
C: 0.037 -0.143 -0.001
H: -0.613 -0.803 -0.255
H: -0.590 0.444 0.755
H: -0.011 0.677 -0.738
H: 1.177 -0.174 0.239